Entry from OMol25: a molecular structure, C38H45As2BrF4IN4P2SeV (ωB97M-V/def2-TZVPD).

Geometry as XYZ:
```
99
Properties=species:S:1:pos:R:3
V 0.3494 0.7975 0.4334
C 1.6774 2.7091 3.5441
P 0.8172 1.2250 2.9061
C 1.8062 -0.0935 3.6882
C -0.7155 1.1997 3.9105
C -1.6288 0.1076 3.3616
P -2.2407 0.5942 1.6925
C -3.5170 1.8355 2.1750
C -3.2868 -0.8406 1.2672
H 1.7335 2.6781 4.6340
H 1.1563 3.6166 3.2402
H 2.6916 2.7434 3.1437
H 1.6598 -0.1068 4.7700
H 2.8608 0.0875 3.4848
H 1.5369 -1.0683 3.2850
H -1.2020 2.1765 3.8222
H -0.4614 1.0517 4.9630
H -2.4862 -0.0681 4.0166
H -1.0925 -0.8383 3.2583
H -3.9578 1.5823 3.1419
H -4.3058 1.8475 1.4240
H -3.0948 2.8397 2.2195
H -4.1973 -0.8401 1.8695
H -2.7452 -1.7685 1.4496
H -3.5585 -0.8147 0.2119
C 1.7937 4.7163 0.5772
As 1.1814 3.1575 -0.4480
C 0.2046 4.1168 -1.8314
C 2.8629 2.7656 -1.3850
C 3.4221 3.7362 -2.2125
C 4.5930 3.4923 -2.9125
C 5.2250 2.2643 -2.7879
C 4.6865 1.2988 -1.9533
C 3.5103 1.5352 -1.2483
As 2.8135 0.1774 -0.0341
C 4.3534 0.1203 1.1884
C 3.1237 -1.5085 -0.9434
H 2.1731 5.4792 -0.1024
H 2.5881 4.4271 1.2627
H 0.9597 5.1290 1.1451
H 0.8142 4.9174 -2.2474
H -0.6938 4.5417 -1.3859
H -0.0734 3.4011 -2.6020
H 2.9375 4.6984 -2.3272
H 5.0064 4.2576 -3.5570
H 6.1334 2.0587 -3.3397
H 5.1869 0.3416 -1.8612
H 5.2697 -0.0022 0.6114
H 4.2513 -0.7234 1.8694
H 4.4202 1.0460 1.7606
H 4.1809 -1.6409 -1.1704
H 2.5237 -1.5165 -1.8494
H 2.7946 -2.3061 -0.2775
Br -5.9614 4.0903 -1.3493
C -4.8930 3.9777 -2.9073
C -5.3395 4.6349 -4.0456
C -4.5903 4.5871 -5.2090
C -3.3938 3.8853 -5.2345
C -2.9516 3.2299 -4.0984
C -3.6987 3.2662 -2.9240
I -2.9348 2.2309 -1.2805
H -6.2735 5.1782 -4.0122
H -4.9455 5.0979 -6.0943
H -2.8034 3.8414 -6.1402
H -2.0236 2.6720 -4.1118
F -0.5270 -6.4714 0.4055
C -0.1464 -5.9397 1.5805
C 0.3579 -6.7926 2.5383
F 0.4082 -8.0965 2.2160
C 0.8290 -6.3712 3.7983
C 0.7246 -4.9805 3.9657
C 0.2032 -4.1427 3.0058
F 0.1133 -2.8191 3.3190
C -0.2524 -4.5620 1.7646
C -0.7933 -3.6421 0.7567
C -0.4175 -2.3244 0.6934
N -0.1351 -1.1915 0.6366
C -1.7973 -4.0080 -0.1712
N -2.6496 -4.2639 -0.9103
F 1.1361 -4.4008 5.1115
C 1.3585 -7.2580 4.7972
C 1.7959 -6.8092 6.0642
N 2.1661 -6.4985 7.1163
C 1.4834 -8.6539 4.6045
N 1.6203 -9.7990 4.5079
Se 0.3617 0.4981 -2.2089
C -1.8148 -2.7220 -3.9988
C -1.0730 -1.3904 -3.9148
C -1.8108 -0.3070 -4.6940
C -0.8905 -1.0001 -2.4511
H -2.0094 -2.9954 -5.0389
H -2.7722 -2.6716 -3.4744
H -1.2464 -3.5272 -3.5316
H -0.0775 -1.5133 -4.3568
H -2.8146 -0.1591 -4.2815
H -1.9177 -0.5814 -5.7461
H -1.2755 0.6420 -4.6391
H -0.5099 -1.8485 -1.8857
H -1.8590 -0.7246 -2.0229
```

Output
ΔE to the lowest compared entry with this formula, charge and spin: 0.0 kcal/mol
Orbital gap (alpha / beta): 4.935 / 4.927 eV
Spin multiplicity: 4
Molar mass: 1182.30 g/mol
Charge: -1
E_HOMO (alpha / beta): -3.52 / -3.54 eV

=====

Entry from OMol25: a molecular structure, C38H45BrN2O10PS in a non-equilibrium geometry (ωB97M-V/def2-TZVPD).

Geometry as XYZ:
```
98
Properties=species:S:1:pos:R:3
C -0.7764 -3.6352 -2.0579
O -0.2285 -4.0938 -0.8111
C -0.5507 -3.2204 0.2799
C 0.6651 -3.0387 1.2827
C 1.9983 -2.4554 0.6264
C 1.7744 -1.3259 -0.4786
C 2.3010 -1.8181 -1.9167
C 2.2128 -0.6906 -3.0454
C 0.8409 -0.7519 -3.8969
C -0.1033 0.3875 -3.3164
C -1.6401 0.2654 -3.7350
C -2.5374 0.5753 -2.4597
C -2.5875 2.1150 -2.0544
C -1.3983 2.5963 -1.1262
N -1.4552 2.0800 0.2934
N -2.6294 1.3262 0.6081
C -2.2590 0.4403 1.4856
S -1.7029 -0.4096 2.7786
P -1.4528 3.5615 1.4134
O -0.3922 3.2376 2.7343
Br -3.6080 3.6771 2.1768
H -1.7882 -4.1269 -2.1963
H -0.1100 -3.9870 -2.9064
H -0.8339 -2.5023 -2.1453
H -1.3810 -3.7316 0.8732
H -0.9736 -2.2132 -0.0417
H 0.3894 -2.4362 2.2084
H 0.9125 -4.0817 1.6752
H 2.5103 -3.3287 0.1097
H 2.6418 -2.0368 1.4580
H 2.4098 -0.4284 -0.1727
H 0.7051 -0.9447 -0.5445
H 1.8269 -2.7893 -2.2471
H 3.4055 -2.0460 -1.7560
H 3.1226 -0.7846 -3.7177
H 2.2333 0.3102 -2.5080
H 0.3856 -1.7900 -3.8752
H 1.0674 -0.4926 -4.9816
H 0.2853 1.3814 -3.6991
H 0.0529 0.4045 -2.1832
H -1.8295 0.9743 -4.6023
H -1.8451 -0.8048 -4.0342
H -3.6091 0.2594 -2.6988
H -2.2278 -0.0834 -1.5798
H -2.4814 2.7034 -3.0281
H -3.5913 2.4434 -1.6305
H -1.4820 3.7339 -1.0546
H -0.3672 2.3878 -1.5257
H -0.5837 1.5596 0.5034
H 0.1115 2.4350 2.4674
C 2.7036 5.4657 -0.8954
C 3.3494 6.6305 -0.8434
C 3.3393 7.4586 0.3827
O 3.9246 8.5193 0.4309
C 2.5867 6.9432 1.5478
C 1.9414 5.7781 1.4942
C 1.9526 4.9524 0.2689
O 1.3628 3.8838 0.2204
H 2.6994 4.8467 -1.7839
H 3.9052 7.0214 -1.6864
H 2.5904 7.5613 2.4367
H 1.3852 5.3860 2.3368
C 5.2706 -2.4702 -8.1955
C 4.7265 -1.3162 -7.8093
C 3.6415 -1.2779 -6.8055
O 3.1431 -0.2244 -6.4539
C 3.1841 -2.5682 -6.2452
C 3.7278 -3.7223 -6.6310
C 4.8134 -3.7608 -7.6354
O 5.3103 -4.8113 -7.9858
H 6.0650 -2.5174 -8.9296
H 5.0495 -0.3628 -8.2084
H 2.3895 -2.5211 -5.5110
H 3.4047 -4.6757 -6.2319
C 1.5390 -3.5779 6.6050
C 0.8422 -3.3691 7.7227
C -0.0407 -2.1913 7.8675
O -0.6744 -1.9981 8.8840
C -0.1221 -1.2549 6.7241
C 0.5749 -1.4647 5.6079
C 1.4575 -2.6423 5.4631
O 2.0905 -2.8322 4.4425
H 2.1904 -4.4337 6.4816
H 0.8895 -4.0442 8.5678
H -0.7738 -0.3985 6.8469
H 0.5285 -0.7896 4.7616
C -7.4929 1.1252 5.4377
C -6.5826 1.9120 4.8638
C -5.3843 1.3477 4.2088
O -4.5482 2.0752 3.6836
C -5.2344 -0.1228 4.2123
C -6.1437 -0.9110 4.7856
C -7.3433 -0.3461 5.4417
O -8.1719 -1.0623 5.9617
H -8.3759 1.5217 5.9227
H -6.6773 2.9908 4.8515
H -4.3529 -0.5189 3.7279
H -6.0488 -1.9897 4.7977
```

Output
ΔE to the lowest compared entry with this formula, charge and spin: 69.8 kcal/mol
Orbital gap: 6.954 eV
Molar mass: 832.73 g/mol
Charge: +1
E_HOMO: -11.80 eV

=====

Entry from OMol25: a molecular structure, C38H45ClN8O4PdSi (ωB97M-V/def2-TZVPD).

Geometry as XYZ:
```
98
Properties=species:S:1:pos:R:3
Pd -0.8129 -0.0127 -0.3197
C 4.4487 -0.7146 2.9964
N 3.2945 -1.3376 3.6050
C 3.5973 -2.5808 4.2885
C 2.0015 -1.1237 3.1346
N 1.6517 -0.7702 1.9486
C 2.4774 -0.9304 0.8396
C 3.0780 -2.1467 0.5881
C 3.9020 -2.3424 -0.5279
C 4.1417 -1.3179 -1.3995
C 3.5191 -0.0628 -1.2097
C 3.7672 0.9958 -2.1238
C 3.1621 2.2070 -1.9679
C 2.2479 2.4036 -0.9153
C 1.9690 1.4076 -0.0078
N 0.9196 1.5618 0.9126
C 0.8786 2.5269 1.7604
N -0.2044 2.6801 2.5956
C -1.2967 1.7289 2.6165
C -0.2177 3.6218 3.6980
N 1.8963 3.4680 1.9912
C 1.6692 4.8404 1.5957
C 3.2769 3.0483 2.0279
C 2.6431 0.1398 -0.1067
N 1.0281 -1.2193 4.1096
C -0.2993 -1.7004 3.7809
C 1.3148 -1.1094 5.5181
H 4.9226 -1.3497 2.2412
H 5.1804 -0.4946 3.7786
H 4.1673 0.2142 2.5174
H 4.1786 -3.2391 3.6319
H 2.6830 -3.1026 4.5554
H 4.1804 -2.4008 5.1962
H 2.8737 -2.9677 1.2634
H 4.3496 -3.3144 -0.6924
H 4.7914 -1.4517 -2.2553
H 4.4490 0.8164 -2.9460
H 3.3592 3.0148 -2.6624
H 1.7147 3.3434 -0.8305
H -1.2188 1.0352 1.7834
H -2.2605 2.2462 2.5749
H -1.2659 1.1462 3.5422
H 0.7913 3.9284 3.9549
H -0.6654 3.1383 4.5684
H -0.8110 4.5136 3.4706
H 0.6017 5.0294 1.4881
H 2.1546 5.0690 0.6383
H 2.0633 5.5317 2.3471
H 3.3225 2.0043 2.3146
H 3.8023 3.6332 2.7884
H 3.7962 3.1690 1.0712
H -0.3875 -1.8304 2.7135
H -1.0667 -0.9943 4.1142
H -0.4901 -2.6594 4.2753
H 1.3591 -2.0808 6.0258
H 0.5211 -0.5295 5.9972
H 2.2607 -0.5945 5.6720
C -2.2449 -3.6714 -4.7821
C -3.3912 -3.6875 -3.9997
C -3.5216 -2.7964 -2.9456
C -2.5103 -1.8795 -2.6541
C -1.3625 -1.8815 -3.4456
C -1.2296 -2.7674 -4.5048
Si -2.7848 -0.6304 -1.2998
C -3.7283 0.8269 -2.0437
C -3.4682 1.3229 -3.3239
C -4.1515 2.4224 -3.8219
C -5.1261 3.0439 -3.0492
C -5.4214 2.5500 -1.7870
C -4.7282 1.4510 -1.2942
H -2.1390 -4.3712 -5.6013
H -4.1786 -4.4012 -4.2055
H -4.4165 -2.8271 -2.3338
H -0.5431 -1.2105 -3.2085
H -0.3265 -2.7646 -5.1020
H -3.7026 -1.1054 -0.2406
H -2.7241 0.8349 -3.9459
H -3.9340 2.7923 -4.8167
H -5.6633 3.8991 -3.4393
H -6.1965 3.0152 -1.1904
H -4.9698 1.0695 -0.3069
O 0.2433 -3.5593 1.1363
Cl -0.5208 -3.0416 0.0450
O -1.2574 -4.0685 -0.6072
O -1.4700 -2.0145 0.5750
O 0.3210 -2.3209 -0.8844
N -1.5818 6.4606 -3.8166
C -1.4570 5.4663 -3.2556
C -1.3016 4.2197 -2.5545
C -2.0122 3.9805 -1.3823
C -1.8630 2.7579 -0.7629
N -1.0588 1.8008 -1.2390
C -0.3604 2.0438 -2.3532
C -0.4556 3.2368 -3.0463
H -2.6866 4.7191 -0.9750
H -2.4099 2.5191 0.1364
H 0.2848 1.2492 -2.7016
H 0.1152 3.3870 -3.9510
```

Output
ΔE to the lowest compared entry with this formula, charge and spin: 0.0 kcal/mol
Orbital gap: 6.283 eV
Molar mass: 847.79 g/mol
E_HOMO: -7.11 eV

=====

Entry from OMol25: a molecular structure, C38H45CrF3N3S2 (ωB97M-V/def2-TZVPD).

Geometry as XYZ:
```
92
Properties=species:S:1:pos:R:3
Cr -0.1130 -0.2070 0.5833
C 1.1935 -3.2167 -2.2460
C 0.8802 -3.9900 -0.9643
C 1.8162 -3.5837 0.1749
C -0.5861 -3.9764 -0.5510
C -1.1745 -5.2159 -0.3116
C -2.4856 -5.3322 0.1176
C -3.2316 -4.1851 0.3130
C -2.6919 -2.9286 0.0692
C -3.5513 -1.7041 0.3097
C -4.7621 -1.7041 -0.6261
C -3.9920 -1.6024 1.7698
C -1.3648 -2.8196 -0.3676
N -0.8384 -1.5290 -0.5940
C -1.1771 -0.8918 -1.7824
C -1.1990 0.4559 -1.7908
N -0.9777 1.1200 -0.5916
C -1.1301 2.5000 -0.5004
C -2.0653 3.2633 -1.2605
C -1.9869 4.6545 -1.2136
C -1.1146 5.3393 -0.3949
C -0.3445 4.5918 0.4772
C -0.3545 3.2075 0.4588
C 0.4990 2.5482 1.5282
C 1.9894 2.7851 1.2946
C 0.1033 3.0041 2.9368
C -3.3136 2.7825 -2.0115
C -3.1941 2.7185 -3.5387
C -4.0251 1.5694 -1.4127
H 2.2355 -3.3793 -2.5314
H 1.0515 -2.1513 -2.1002
H 0.5625 -3.5461 -3.0735
H 1.0887 -5.0471 -1.1755
H 1.8091 -2.5060 0.3397
H 2.8387 -3.8785 -0.0668
H 1.5316 -4.0665 1.1101
H -0.5769 -6.1078 -0.4587
H -2.9144 -6.3075 0.3068
H -4.2525 -4.2630 0.6667
H -2.9431 -0.8230 0.0848
H -5.3668 -2.6006 -0.4782
H -4.4513 -1.6801 -1.6713
H -5.3969 -0.8372 -0.4376
H -4.6776 -2.4089 2.0381
H -4.5115 -0.6575 1.9383
H -3.1325 -1.6479 2.4376
H -1.3996 -1.4836 -2.6626
H -1.3160 1.0152 -2.7004
H -2.6870 5.2161 -1.8237
H -1.0895 6.4197 -0.3825
H 0.2803 5.0974 1.2027
H 0.3306 1.4617 1.5500
H 2.1954 3.8526 1.3934
H 2.2931 2.4561 0.3020
H 2.5837 2.2479 2.0342
H 0.4213 4.0347 3.1020
H 0.5917 2.3741 3.6785
H -0.9745 2.9474 3.0900
H -4.0063 3.6147 -1.8420
H -2.4465 2.0130 -3.8875
H -2.9250 3.6957 -3.9411
H -4.1510 2.4265 -3.9760
H -3.6555 0.6268 -1.8040
H -5.0926 1.6329 -1.6357
H -3.9085 1.5367 -0.3288
S -0.3750 -1.5527 2.5394
C -0.2608 -0.3106 3.7291
N 0.9057 -0.0797 4.4944
C 0.5868 0.0680 5.9098
C -0.6572 0.9478 5.9303
S -1.6755 0.3021 4.5734
H 1.6211 -0.7668 4.2814
H 1.4173 0.5438 6.4377
H 0.3644 -0.8963 6.3893
H -0.4007 1.9928 5.7560
H -1.2047 0.8586 6.8674
F 7.8487 -0.0167 -4.6399
C 7.9173 0.2004 -3.3115
F 8.5643 1.3716 -3.1538
F 8.7537 -0.7498 -2.8332
C 6.5699 0.1769 -2.6487
C 6.2931 1.0262 -1.5836
C 5.0608 0.9678 -0.9579
C 4.0859 0.0584 -1.3819
C 4.3804 -0.7914 -2.4557
C 5.6106 -0.7339 -3.0820
C 2.8110 0.0016 -0.7406
C 1.7174 -0.0391 -0.2040
H 7.0357 1.7372 -1.2501
H 4.8364 1.6301 -0.1326
H 3.6241 -1.4864 -2.7903
H 5.8233 -1.3904 -3.9152
```

Output
ΔE to the lowest compared entry with this formula, charge and spin: 15.8 kcal/mol
Orbital gap (alpha / beta): 5.506 / 6.307 eV
Spin multiplicity: 5
Molar mass: 716.92 g/mol
Charge: -1
E_HOMO (alpha / beta): -3.04 / -3.87 eV

=====

Listing electronic energy for the structures above in their given order: -13464.968823; -5649.894748; -3091.330593; -3779.747302 Eh.